# C30H29F5N7O3SV

A molecular structure, C30H29F5N7O3SV (ωB97M-V/def2-TZVPD, OMol25).

Summary:
- Gap between HOMO and LUMO (spin up / spin down): 5.348 / 6.222 eV
- Relative energy (zero: lowest compared OMol25 entry of this formula, charge and spin): 213.3 kJ/mol
- Electronic energy: -3611.27820 a.u.
- 2S+1: 4
- Net charge: -1
- ⟨S²⟩: 3.794
- HOMO (spin up / spin down): -3.127 / -4.005 eV

Last column: Löwdin charge in e.
Cartesian coordinates (Å):
H 1.05384 2.65063 -5.11169  0.1038
H 2.54702 -0.49586 -3.62976  0.1377
C 2.53421 -2.60792 -2.28112  0.0194
F -3.91701 -0.88816 -2.84188  0.1251
O -1.33144 -3.54654 3.08614  0.0283
H -0.12742 0.27961 6.74897  0.0654
C 0.81710 0.49980 6.24628  -0.1053
C 4.44657 -2.06707 0.93826  -0.0489
C 1.41336 -1.60068 -2.36366  -0.5064
C -3.61754 1.58357 2.17879  -0.0390
C 2.50608 -0.23227 0.17931  -0.0843
F -3.73393 -1.88486 -0.52030  -0.0142
C -1.03077 -2.82229 2.13971  -0.6052
H 1.74408 0.48246 -0.06949  0.0629
H -4.66016 1.61440 1.86097  0.0704
H 0.98745 -4.42263 2.85858  0.1178
H -3.50074 2.94667 -3.87561  0.0949
O 0.36896 -1.76362 -1.76049  0.0219
F -2.00311 -3.17822 -1.07120  -0.0261
C -3.40083 2.58869 -2.86021  -0.0706
H 5.85791 -0.73003 0.07725  0.0956
H 1.98452 -0.21769 4.59022  0.0674
C 1.06741 -0.48993 5.11162  -0.3021
H 4.10745 0.94633 -0.55319  0.1043
V -1.01923 -0.90552 0.03812  0.8606
N -1.62643 0.49966 1.26961  -0.0793
C 0.93635 2.84249 -4.05202  -0.0345
N 0.58620 1.98006 -1.86359  0.1306
H -1.91794 1.14056 -3.35274  0.0912
N 0.74623 -1.61843 1.04094  0.1044
H 1.62152 0.45653 6.98580  0.0614
H 1.18126 -1.50273 5.50520  0.1085
H -4.89856 3.87980 -2.00181  0.0993
H 0.82124 5.32281 -1.76001  0.0993
H 1.10474 4.97939 -4.22080  0.1006
H 2.38108 -3.23534 -1.40762  0.0861
C 0.43223 -2.67191 1.77918  -0.1493
C -0.14450 0.34064 3.08837  -0.8685
C -2.49975 1.58770 -2.55323  -0.1612
F -1.92393 -1.44615 -3.47725  0.0920
C 3.08618 -2.33041 1.22761  -0.1667
C -2.49262 -1.85852 -1.17318  -0.3784
C 0.63405 3.21693 -1.38119  -0.1086
O -1.80015 -2.13532 1.40499  -0.0962
H -3.50488 0.84179 2.96646  0.0738
N 0.00211 -0.52118 4.13807  -0.0211
F -3.41756 -2.96111 -3.12049  0.1217
S 1.11044 1.43174 2.65249  0.5177
N -1.34648 0.29167 2.55923  -0.0307
H 5.19402 -2.78272 1.26286  0.1065
C 0.80896 4.33145 -2.19284  -0.0640
C 3.82428 0.01177 -0.08193  -0.0760
C -3.98939 2.60173 -0.54981  -0.0192
H 0.57938 0.38211 -4.75625  0.1233
N 1.62561 -0.58074 -3.23705  0.0965
H -0.80350 -1.10137 4.32181  0.1291
H 2.51168 -3.23213 -3.17627  0.0890
C 1.36968 -3.61127 2.25489  0.0161
H 0.76837 1.51001 5.83825  0.0548
C 0.96350 4.13766 -3.55404  -0.0777
H -3.34684 2.55605 2.60240  0.0881
C 0.60081 0.36869 -3.66500  -0.1098
H 0.53757 3.30486 -0.30180  0.1053
H -0.34140 -0.03470 -3.29395  0.0845
C -2.73048 1.18719 1.03870  -0.2506
C 2.68250 -3.47060 1.95460  -0.0068
H 3.50713 -2.11793 -2.20920  0.0779
C 4.81325 -0.92293 0.28983  -0.0960
C -4.17008 3.09871 -1.81953  -0.0797
C -3.02268 1.60517 -0.31539  -0.2081
C 0.73481 1.78967 -3.16790  -0.2851
N -2.29636 1.09873 -1.33484  0.1134
H -4.56182 2.99782 0.27569  0.0967
C 2.09458 -1.41462 0.81382  -0.2151
H 3.42384 -4.19184 2.28051  0.1137
C -2.94202 -1.79030 -2.64721  -0.5724

=====

# C41H86Cu2N5O19

A molecular structure, C41H86Cu2N5O19 (ωB97M-V/def2-TZVPD, OMol25).

Summary:
- Gap between HOMO and LUMO (spin up / spin down): 5.587 / 3.565 eV
- Electronic energy: -6596.94489 a.u.
- 2S+1: 3
- Net charge: +3
- ⟨S²⟩: 2.029
- HOMO (spin up / spin down): -14.251 / -14.251 eV

Last column: Löwdin charge in e.
Cartesian coordinates (Å):
O -5.29730 0.95163 -3.10059  0.0142
H -2.88989 -1.62298 1.71923  0.0137
H 0.94927 -2.38489 -3.84236  0.1009
N -1.80178 -2.25877 6.04724  -0.0761
Cu 3.49136 -0.95646 2.70255  0.5689
H -3.21957 3.61649 1.43441  0.1003
O 2.77511 2.27227 -4.37699  -0.2612
H -2.21625 0.79561 -5.33330  0.0985
H -0.93838 -1.65566 7.89159  0.1700
O -0.57622 -4.79721 -1.24613  -0.1493
Cu 0.76845 1.33826 -4.08385  0.9304
C 5.34454 0.82594 4.04663  -0.1628
O -4.31111 -6.50061 -3.12124  -0.1776
C -0.97355 -1.53331 6.82356  0.0036
H -2.84787 -3.97148 5.70918  0.1044
H -3.63549 2.24770 0.59099  0.0804
H 4.01097 1.31542 -2.99688  0.1295
C -5.46935 0.06344 -4.07903  -0.6154
H 5.40187 1.45240 -0.25657  0.0632
H -0.38445 -0.31103 3.89677  0.0991
C 3.17513 3.61811 -4.16391  -0.0424
H 5.39084 4.04655 -0.42266  0.0774
O -1.04967 -1.06756 1.62449  0.1082
C 3.41894 2.29828 3.55026  -0.1704
H 2.03560 4.92086 -1.50621  0.0547
H -2.03317 -2.52360 3.95416  0.1292
H -4.41988 2.40744 -4.32839  0.1066
H -5.39531 -7.46882 -4.71320  0.0933
C -1.82667 -0.21611 -5.20920  -0.0423
H 6.06647 1.63960 4.16963  0.1278
O 5.62960 2.16918 0.33735  -0.1515
C -2.76092 2.88340 0.76820  -0.1222
H -2.11678 -0.71208 -6.13572  0.1189
H -7.84425 -3.70039 -4.42899  0.0937
H 6.21008 5.69583 4.05513  0.0962
C 0.64068 0.37437 6.42984  -0.1334
H -1.98983 -0.74260 -0.67701  0.1189
C 3.74563 1.28197 -4.05816  -0.1806
C -6.38872 -2.08810 -4.49519  -0.1814
O -1.00447 5.86403 3.01308  0.1925
H -4.96468 -5.02622 -4.36254  0.1283
H 1.46719 6.37973 -0.70963  0.0946
H 3.09424 4.36957 3.46287  0.1321
H -0.92944 -2.98403 -0.37843  0.0928
H 4.01569 -0.85375 -4.28589  0.1475
H 4.06411 3.66395 2.00766  0.1130
H 0.76193 3.29431 4.51861  0.0818
H -2.28141 -4.13599 -0.25735  0.1275
C 5.81576 5.12215 3.22198  -0.0611
H 4.75508 1.72287 2.31028  0.0742
C -2.07428 -3.04589 -2.13889  -0.2127
H -3.33616 1.59896 -3.17541  0.0603
O -5.03472 0.14799 -5.20439  0.1166
H 3.48115 2.32187 4.64236  0.1228
C -0.52134 -0.26233 0.83755  -0.2778
H 3.54270 3.73205 -3.14331  0.0909
C 0.83776 0.33000 1.12386  -0.3278
C -4.19402 -4.19322 -2.49827  -0.2054
O 5.13010 3.95439 3.65720  -0.1936
H 3.97744 3.89003 -4.85840  0.1114
H 2.44572 1.52265 0.28778  0.1276
H 3.11905 -0.16020 -5.56994  0.1434
H -2.05461 -3.88223 7.39433  0.1055
C -1.48607 -3.77289 -0.90192  -0.1925
C 6.17142 -2.54581 2.66414  -0.0725
O -3.65785 -2.21128 1.75237  -0.1216
O -0.41913 -0.15557 -4.96111  -0.2488
C -0.36076 5.13575 2.34399  -0.5907
H -4.23463 -4.41762 -1.42253  0.1216
H -2.33634 -4.80881 -2.92257  0.1073
C -1.12700 -0.14959 -0.41464  0.1667
H -4.71922 -3.23130 -2.51249  0.0963
H 6.78669 -0.10405 2.65661  0.1293
H -1.21271 -2.65140 -2.69375  0.0924
H 6.67110 4.89445 2.57775  0.0826
H 7.08112 3.58360 0.08692  0.0883
H -2.44726 -0.64289 -4.42036  0.0931
H 2.35006 -0.76915 -2.89056  0.1410
H -7.13563 -3.29556 -2.86693  0.0658
H -4.76795 -2.18722 -0.04762  0.0645
C 0.74943 4.52169 0.25991  -0.2250
C -4.91928 -5.25492 -3.28950  -0.2453
C -0.15905 3.35536 3.93721  -0.0412
H -5.45574 -2.63297 -4.62292  0.1105
C 6.25466 -0.33490 3.58196  -0.1363
H 0.37068 5.34595 -1.62031  0.0847
O -2.50078 3.64473 -0.41421  -0.1078
C 1.21486 5.34487 -0.92358  -0.0355
H 6.64268 -2.16708 1.75177  0.1000
H -1.98010 3.10105 -1.01301  0.0417
H -0.59712 2.36447 3.82612  0.0807
H -4.37074 -0.61935 0.42394  0.0706
H -5.86422 -7.81449 -3.06935  0.0942
C -4.99622 -7.58067 -3.69945  -0.1026
H 2.38299 2.11064 3.26893  0.0774
H 5.12007 5.67260 2.58343  0.0904
H -0.30537 -2.10042 -5.73058  0.1468
H 0.01918 0.35496 8.50284  0.0746
H -3.51184 -2.98774 7.00270  0.1089
H -5.52286 -1.37728 1.37511  0.0880
O -0.99319 0.93156 -2.50891  0.0711
H 0.75504 1.04576 5.58451  0.0991
O 1.40225 1.87985 -2.12552  -0.0194
H 0.16335 3.65175 -0.04404  0.0861
H 1.39003 -5.09036 -1.84276  0.1016
O 1.36930 0.19350 2.26044  -0.0177
H -4.39729 2.64472 -2.46688  0.0946
H 1.58408 -0.11103 6.67559  0.1289
C 0.32208 -1.24452 -5.48865  -0.1489
H -0.87507 1.47744 7.50056  0.0912
H 4.87339 0.68919 5.01811  0.1274
H 4.63095 1.58267 -4.62556  0.1488
H -2.68134 -2.22733 -1.74435  0.0941
C -0.77691 -0.82663 4.76059  -0.0264
N 4.30475 1.20174 3.06355  -0.0545
C 3.27137 -0.07915 -4.49177  -0.1393
C 6.16303 3.26969 -0.40651  -0.1149
O -6.21612 -0.92076 -3.63879  0.0414
H 5.51486 -3.39094 2.46508  0.0982
C 3.87608 3.70300 3.08868  -0.2116
H -8.38532 -2.34295 -3.57636  0.0917
C -2.58727 -3.39004 6.58882  0.0461
N -2.84065 -3.92517 -3.01277  -0.0276
H 6.94640 -2.92136 3.34053  0.1084
H 0.69881 1.96132 7.94904  0.0905
C -0.50830 0.69540 -1.41000  -0.2544
H 1.15647 -4.08185 -0.38336  0.0894
C 0.87446 1.35685 -1.13207  -0.2992
O 0.05417 5.44993 1.09675  0.0483
H -5.96142 -5.26491 -2.94153  0.1190
H 1.56606 4.09327 0.85091  0.1062
N 2.00596 -0.46920 -3.79972  -0.0247
C 0.73729 -4.36665 -1.36294  -0.1199
H -1.86858 2.40321 1.16964  0.0637
H 0.81572 -3.40916 -1.91229  0.0533
C -4.35776 1.98187 -3.33177  -0.0414
C 1.43226 -1.65539 -4.49529  -0.1248
C -1.56705 -1.92890 4.72123  0.0243
C 0.12288 1.07434 7.69569  -0.0491
O 5.44679 -1.50801 3.30187  -0.2758
H -4.34605 -8.45240 -3.70691  0.0919
H -0.85025 3.97447 4.51249  0.1090
O 0.14640 3.95367 2.69823  -0.0444
N -0.33859 -0.66216 6.02635  -0.0412
C -4.58771 -1.60875 0.86286  -0.1524
H 6.37230 2.99718 -1.44353  0.0797
H 6.96638 -0.61899 4.35690  0.1412
C -7.46563 -2.87635 -3.81961  -0.0679
C 1.45206 1.10873 0.16644  0.0731
H -6.73500 -1.72616 -5.46248  0.1325
H 2.37756 4.31141 -4.41902  0.1096
H 2.23740 -2.23334 -4.95085  0.1389
H 0.80155 -0.99094 -6.43963  0.1392

=====

# C5H7CsO3

A molecular structure, C5H7CsO3 (ωB97M-V/def2-TZVPD, OMol25).

Summary:
- Gap between HOMO and LUMO (spin up / spin down): 4.447 / 4.447 eV
- Relative energy (zero: lowest compared OMol25 entry of this formula, charge and spin): 71.6 kJ/mol
- Electronic energy: -440.40598 a.u.
- Net charge: 0
- HOMO (spin up / spin down): -5.119 / -5.119 eV

Last column: Löwdin charge in e.
Cartesian coordinates (Å):
C -0.43530 -0.97613 3.53806  -0.0615
C -0.84699 -2.45462 3.55478  -0.0948
H 3.20029 1.46832 -1.67008  -0.0929
C 2.62600 2.24140 0.11722  -0.3258
Cs -1.01566 1.39854 -2.68862  0.7529
H 0.46848 -0.76316 4.11950  0.1291
O -1.35000 -1.43017 0.48311  0.1004
H -1.21749 -0.29907 3.89351  0.1282
H 1.86191 2.44201 0.88477  -0.0262
H 3.60826 2.70672 0.31110  -0.0046
C -0.61732 -1.73320 1.42058  -0.5689
O -0.04764 -0.76218 2.12261  0.0503
O -0.81722 -2.80763 2.16258  0.0514
C 2.34647 1.47285 -0.96182  -0.2985
H -1.86267 -2.61510 3.93203  0.1315
H -0.14004 -3.09468 4.09084  0.1296

=====

# CHClFN

2 unconnected molecules or ions with the total composition CHClFN (ωB97M-V/def2-TZVPD, OMol25).

Summary:
- SMILES: N#CF.Cl
- Gap between HOMO and LUMO: 12.206 eV
- Relative energy (zero: lowest compared OMol25 entry of this formula, charge and spin): 109.9 kJ/mol
- Electronic energy: -653.46043 a.u.
- Net charge: 0
- HOMO: -11.926 eV

Last column: Löwdin charge in e.
Cartesian coordinates (Å):
H 2.36214 -1.37187 -0.62308  -0.2174
N -1.67889 1.73396 0.13242  0.1723
C -1.68254 0.62296 0.17644  -0.3406
F -1.80306 -0.65001 0.24669  0.1667
Cl 2.80236 -0.33504 0.06754  0.2189

=====

Taking the records one at a time from the top gives max |F| values of 2.01; 3.78; 5.48; 5.68 eV/A.